{"formula": "C40H50BrF6N3O2P", "method": "ωB97M-V/def2-TZVPD", "energy_ha": -5383.10370, "charge": 1, "symbols": ["C", "C", "C", "F", "C", "C", "C", "C", "C", "F", "N", "P", "N", "C", "C", "C", "C", "C", "O", "C", "C", "Br", "O", "C", "N", "H", "H", "H", "H", "H", "H", "H", "H", "H", "H", "H", "H", "H", "H", "H", "H", "H", "H", "H", "H", "H", "H", "H", "H", "H", "H", "H", "H", "H", "H", "F", "C", "C", "C", "C", "C", "C", "H", "H", "H", "H", "H", "F", "C", "C", "C", "C", "C", "C", "H", "H", "H", "H", "H", "F", "C", "C", "C", "C", "C", "C", "H", "H", "H", "H", "H", "F", "C", "C", "C", "C", "C", "C", "H", "H", "H", "H", "H"], "xyz": [[-4.9262, -0.1168, -5.2070], [-4.7424, -1.4151, -4.3825], [-3.8432, -1.2487, -3.1205], [-3.3388, 0.0352, -2.9444], [-2.7425, -2.3534, -3.0001], [-2.3422, -2.6223, -1.5042], [-0.9865, -3.3765, -1.4896], [-0.6361, -3.6297, 0.0368], [-1.0516, -5.0501, 0.5251], [-1.9449, -5.6743, -0.3286], [0.1587, -2.6048, -2.0807], [1.5924, -3.7250, -2.2969], [1.4045, -4.7363, -3.4541], [-0.1317, -1.8966, -3.3665], [0.2750, -0.3863, -3.2663], [-0.4453, 0.4040, -2.1316], [-0.9073, 1.8472, -2.5455], [0.1058, 2.8998, -1.9872], [1.2838, 2.9235, -2.7830], [1.0381, 3.5950, -4.0185], [-1.5480, -2.1549, -3.9846], [-1.4217, -3.8437, -5.0621], [-1.8073, -1.0979, -4.9544], [-1.1617, -1.3051, -6.0908], [-0.3997, -1.2575, -6.9101], [-5.6226, -0.2699, -6.0522], [-3.9680, 0.2408, -5.6198], [-5.3531, 0.6925, -4.5896], [-5.7530, -1.7261, -4.0479], [-4.4032, -2.2363, -5.0448], [-4.5106, -1.4405, -2.2518], [-3.2640, -3.2710, -3.3262], [-3.0855, -3.3418, -1.1118], [-2.3860, -1.7331, -0.8548], [-1.0976, -4.3151, -2.0585], [0.4103, -3.3663, 0.2824], [-1.2499, -2.9084, 0.6121], [-1.5794, -4.9261, 1.4898], [-0.1492, -5.6462, 0.7457], [0.4732, -1.9465, -1.3496], [2.7374, -2.8982, -2.4649], [1.7718, -4.4380, -1.0824], [1.4227, -5.7015, -3.1318], [0.5931, -2.3043, -4.1067], [0.2435, 0.1091, -4.2490], [1.3554, -0.4193, -2.9971], [0.2947, 0.5598, -1.3160], [-1.2977, -0.1166, -1.6657], [-1.0877, 1.9642, -3.6237], [-1.8415, 2.0319, -1.9763], [0.3482, 2.6957, -0.9253], [-0.4223, 3.8810, -1.9690], [0.5801, 2.9072, -4.7645], [2.0074, 3.9280, -4.4217], [0.3343, 4.4442, -3.9134], [1.4585, 2.4361, 2.1294], [2.2080, 3.5181, 1.8234], [3.3467, 3.3579, 1.0555], [4.1145, 4.4681, 0.7360], [3.7411, 5.7242, 1.1957], [2.5976, 5.8707, 1.9702], [1.8219, 4.7622, 2.2827], [3.6265, 2.3693, 0.7127], [5.0038, 4.3536, 0.1295], [4.3431, 6.5901, 0.9496], [2.3091, 6.8493, 2.3320], [0.9229, 4.8593, 2.8784], [6.4144, -1.2736, 0.4630], [6.2620, -0.6918, 1.6707], [7.3639, -0.5233, 2.4858], [7.2015, 0.0807, 3.7260], [5.9406, 0.4981, 4.1388], [4.8428, 0.3166, 3.3101], [5.0053, -0.2772, 2.0650], [8.3362, -0.8616, 2.1506], [8.0587, 0.2258, 4.3712], [5.8175, 0.9620, 5.1030], [3.8602, 0.6372, 3.6321], [4.1610, -0.4189, 1.4008], [-5.2851, -2.0892, 0.6080], [-6.5630, -1.7945, 0.2781], [-7.2448, -2.6297, -0.5856], [-8.5582, -2.3294, -0.9213], [-9.1662, -1.1956, -0.3980], [-8.4645, -0.3639, 0.4654], [-7.1548, -0.6669, 0.8113], [-6.7506, -3.5054, -0.9890], [-9.1067, -2.9796, -1.5908], [-10.1891, -0.9606, -0.6638], [-8.9375, 0.5217, 0.8699], [-6.5948, -0.0354, 1.4894], [4.1059, 2.0795, 5.6822], [4.0647, 2.3123, 7.0114], [2.8405, 2.4762, 7.6294], [2.7988, 2.7106, 8.9967], [3.9795, 2.7881, 9.7247], [5.2025, 2.6259, 9.0875], [5.2474, 2.3809, 7.7220], [1.9318, 2.4203, 7.0433], [1.8455, 2.8335, 9.4946], [3.9451, 2.9753, 10.7906], [6.1226, 2.6904, 9.6541], [6.1915, 2.2437, 7.2098]]}